No. 1
A 7-piece molecular cluster, C5H23N4O6 overall in a non-equilibrium geometry. Source: the OMol25 dataset; level of theory: wB97M-V/def2-TZVPD.

XYZ file:
```
38
Properties=species:S:1:pos:R:3:forces:R:3:lowdin_charge:R:1
C 1.892 0.051 0.045 0.177 0.240 -0.661 -0.10
C 1.628 0.507 -1.395 0.164 0.287 0.275 -0.24
C 0.225 1.067 -1.651 0.187 -0.004 -0.526 -0.11
C -0.891 0.178 -1.265 0.090 -0.141 0.090 -0.24
N -0.884 -1.158 -1.228 -0.029 0.242 -0.107 0.25
C -2.111 -1.523 -0.879 0.583 -0.482 -0.160 -0.36
N -2.542 -2.822 -0.740 -0.789 0.707 0.183 0.15
N -2.889 -0.448 -0.690 -0.013 -0.465 -0.025 0.17
N -2.106 0.621 -0.928 -0.168 0.377 0.067 0.16
H 1.448 0.764 0.742 -0.042 -0.197 0.194 0.08
H 2.970 0.081 0.200 -0.050 -0.106 0.168 0.08
H 1.563 -0.966 0.234 -0.166 0.075 0.174 0.05
H 1.859 -0.271 -2.124 -0.086 -0.089 0.100 0.12
H 2.314 1.329 -1.609 -0.109 -0.163 -0.161 0.07
H 0.106 2.062 -1.215 -0.121 -0.125 0.210 0.13
H 0.117 1.215 -2.735 -0.046 0.030 0.040 0.14
H -2.717 -3.370 -1.564 0.225 -0.181 0.083 0.12
H -2.579 -3.237 0.172 0.149 -0.203 -0.092 0.11
H -3.870 -0.422 -0.441 0.009 0.303 0.099 0.17
H -2.450 1.569 -0.871 0.062 0.042 -0.104 0.18
O 1.705 -1.554 2.725 0.118 0.303 -0.070 -0.07
H 1.989 -2.078 3.480 0.009 -0.034 -0.022 0.03
H 0.801 -1.850 2.590 0.031 -0.153 0.110 0.00
O 0.278 -3.834 3.445 -0.416 -0.037 -0.126 -0.04
H -0.554 -3.938 3.920 0.092 -0.060 0.135 0.05
H 0.207 -4.440 2.700 0.165 -0.075 0.054 0.05
O -3.677 2.959 1.214 0.019 0.029 -0.112 -0.03
H -3.470 2.168 0.715 -0.119 -0.131 0.268 -0.02
H -4.520 2.762 1.638 0.000 0.090 0.033 0.05
O 4.153 2.362 -2.095 -0.191 -0.037 -0.175 -0.07
H 4.024 3.291 -1.868 0.204 0.014 0.093 0.02
H 4.932 2.378 -2.659 0.020 -0.029 0.026 0.05
O 5.560 4.261 -0.696 0.157 0.111 0.090 -0.06
H 5.754 3.472 -0.180 -0.041 -0.028 -0.038 0.05
H 6.315 4.841 -0.553 -0.061 0.066 -0.002 0.05
O -5.105 -1.718 1.135 0.151 0.392 -0.169 -0.04
H -4.975 -2.228 1.941 -0.059 0.023 0.018 0.06
H -4.496 -2.085 0.489 -0.106 -0.592 0.044 -0.02
```
Positions in Å, forces in eV/Å.

Computed properties:
**HOMO level**: -13.2 eV
**Max |F|**: 1.1 eV/A
**Lowest unoccupied orbital energy**: -3.4 eV
**E**: -23796.807 eV
**HOMO-LUMO gap**: 9.7957 eV
**Total charge**: +1

---

No. 2
A 7-piece molecular cluster, C5H23NO8 overall in a non-equilibrium geometry. Source: the OMol25 dataset; level of theory: wB97M-V/def2-TZVPD.

XYZ file:
```
37
Properties=species:S:1:pos:R:3:forces:R:3:lowdin_charge:R:1
C 2.725 -2.015 0.903 -1.096 -2.514 1.039 -0.23
O 2.047 -3.295 0.725 -0.720 -0.227 0.748 -0.11
C 1.740 -0.877 0.935 -0.649 1.887 -0.355 -0.18
C 0.370 -1.039 1.659 0.995 -1.582 0.191 -0.18
C -0.788 -1.483 0.769 0.038 0.445 -0.807 -0.11
C -2.121 -0.809 1.056 -0.945 -2.277 -1.537 -0.50
N -2.731 -1.088 2.233 0.782 0.354 1.253 0.19
O -2.722 -0.378 0.072 -0.433 0.758 0.619 0.01
H 3.153 -2.099 1.908 0.155 -0.077 -0.154 0.12
H 3.499 -2.239 0.183 0.596 2.008 -0.288 0.10
H 1.492 -3.270 -0.062 0.231 0.277 -0.189 0.07
H 2.096 -0.028 1.533 0.930 -0.132 -0.627 0.11
H 1.491 -0.494 -0.060 0.318 0.018 0.087 0.08
H 0.167 -0.091 2.153 -0.272 0.157 -0.286 0.11
H 0.560 -1.746 2.482 -0.402 -0.009 -0.129 0.12
H -0.680 -1.258 -0.304 0.687 0.756 0.398 0.12
H -0.932 -2.563 0.598 -0.110 0.078 1.200 0.14
H -2.139 -1.139 3.045 0.215 -0.409 -0.052 0.11
H -3.699 -1.003 2.495 -0.144 0.553 -0.810 0.12
H -3.158 1.398 0.441 -0.245 -0.065 -0.140 0.00
H -3.826 2.821 0.548 -0.388 -0.035 0.245 0.04
O -3.104 2.327 0.171 0.608 0.217 -0.323 -0.05
H 3.238 -2.244 -1.897 -0.070 -0.251 -0.201 0.04
H 2.710 -0.842 -1.795 -0.101 0.220 -0.521 0.00
O 2.453 -1.726 -2.094 0.141 -0.531 0.365 -0.07
H -2.151 0.408 -1.851 0.042 -0.379 0.071 0.00
H -2.296 1.686 -2.572 -0.119 0.531 -0.208 0.03
O -1.785 0.880 -2.612 0.125 -0.219 0.440 -0.05
H -0.073 1.533 -1.171 -0.492 0.785 -0.644 0.01
H 0.538 3.056 -1.180 -0.881 0.293 -0.413 0.03
O 0.604 2.154 -0.890 1.389 -1.432 0.865 -0.05
H -1.268 3.361 -0.063 0.289 -0.347 -0.008 -0.01
H -1.510 4.746 0.297 0.401 0.454 -0.075 0.04
O -0.782 4.197 -0.023 -0.929 0.252 0.244 -0.08
H 1.578 0.753 -2.579 -0.554 0.184 0.027 0.02
H 2.791 1.595 -2.305 0.111 0.954 0.540 0.03
O 2.515 0.810 -2.749 0.495 -0.699 -0.565 -0.04
```
Positions in Å, forces in eV/Å.

Computed properties:
**HOMO level**: -10.2 eV
**Max |F|**: 2.9 eV/A
**Lowest unoccupied orbital energy**: 0.2 eV
**SMILES**: NC(=O)CCCCO.O.O.O.O.O.O
**E**: -23427.752 eV
**HOMO-LUMO gap**: 10.4142 eV

---

No. 3
A 8-piece molecular cluster, C5H23NO9 overall in a non-equilibrium geometry. Source: the OMol25 dataset; level of theory: wB97M-V/def2-TZVPD.

XYZ file:
```
38
Properties=species:S:1:pos:R:3:forces:R:3:lowdin_charge:R:1
O -1.623 -1.027 1.346 -0.585 1.747 -0.288 0.04
C -1.303 -2.161 1.228 2.353 -1.163 -2.031 -0.27
C -0.439 -2.811 0.034 2.089 1.576 2.856 -0.09
C 0.068 -1.898 -1.156 -0.367 -0.868 3.025 -0.17
C 1.483 -1.401 -0.940 -2.146 2.376 -1.272 -0.10
C 1.628 -0.125 -0.106 -1.503 1.736 -1.276 -0.46
N 0.897 1.080 -0.268 2.842 -2.358 0.328 0.20
O 2.511 -0.025 0.665 3.193 -0.721 3.139 0.07
H -1.463 -2.844 2.044 -0.344 -0.931 0.534 0.10
H 0.552 -3.139 0.680 -2.598 0.174 -1.646 0.15
H -1.052 -3.626 -0.275 -0.029 -1.000 -0.384 0.08
H 0.068 -2.498 -2.003 -0.251 -0.990 -1.738 0.08
H -0.652 -1.130 -1.230 -0.770 1.163 -0.548 0.08
H 2.051 -2.162 -0.545 1.054 -1.082 1.375 0.04
H 1.934 -1.241 -1.908 0.110 0.647 -0.488 0.13
H 0.825 1.779 0.423 0.465 0.095 1.042 0.06
H 0.135 1.041 -0.788 -4.224 -0.192 -3.063 0.00
H -1.974 2.876 3.228 0.368 -0.091 -0.991 0.07
H -3.077 2.821 2.295 -2.602 -0.037 -0.541 0.00
O -2.156 2.825 2.262 2.345 0.111 1.417 -0.04
H 1.879 -1.503 2.495 -2.205 -1.497 1.196 0.08
H 0.583 -1.681 3.385 -1.004 1.211 0.895 0.01
O 1.209 -2.177 2.906 3.077 0.590 -2.064 -0.06
H -0.424 3.359 -2.444 1.514 -0.100 1.627 0.00
H -1.812 2.894 -2.737 -1.523 -0.819 1.118 -0.04
O -1.102 3.383 -3.069 0.183 1.314 -2.861 -0.01
H 1.803 3.125 1.072 -0.022 3.037 0.735 0.06
H 1.011 4.413 1.639 -1.245 -0.030 0.532 0.00
O 1.815 4.140 1.241 1.448 -2.881 -1.190 -0.07
H 3.331 -2.410 1.513 0.563 -1.227 -2.116 0.09
H 3.617 -3.245 0.130 5.146 -0.669 -4.862 -0.04
O 3.103 -3.069 0.799 -5.083 1.316 7.206 -0.01
H -2.127 1.007 -2.933 0.595 -0.316 0.132 -0.03
H -2.082 -0.465 -3.621 -0.675 2.181 0.411 0.07
O -2.536 0.435 -3.582 0.141 -2.003 -0.537 -0.07
H -1.672 2.097 -0.055 -1.437 0.027 -1.350 0.06
H -2.740 1.250 -0.854 0.423 0.830 0.252 0.07
O -2.267 2.114 -0.871 0.702 -1.156 1.424 -0.08
```
Positions in Å, forces in eV/Å.

Computed properties:
**HOMO level**: -10.0 eV
**Max |F|**: 8.9 eV/A
**Lowest unoccupied orbital energy**: 0.0 eV
**SMILES**: NC(=O)CCCC=O.O.O.O.O.O.O.O
**E**: -25473.256 eV
**HOMO-LUMO gap**: 10.0332 eV

---

No. 4
C5H24AgBClN10O5 as an isolated structure in a non-equilibrium geometry. Source: the OMol25 dataset; level of theory: wB97M-V/def2-TZVPD.

XYZ file:
```
47
Properties=species:S:1:pos:R:3:forces:R:3:lowdin_charge:R:1
Ag -0.027 -0.357 -0.124 -0.450 0.293 0.073 0.91
B 1.133 -2.067 -1.341 0.310 0.273 0.066 -0.45
H 1.421 -1.037 -1.871 0.355 0.288 -0.309 -0.06
H -0.069 -2.225 -1.347 -0.665 -0.121 0.125 -0.02
H 1.549 -2.967 -2.011 -0.141 -0.458 -0.345 -0.02
H 1.605 -2.173 -0.254 0.343 -0.097 0.333 -0.05
Cl -0.844 1.785 1.127 0.232 -0.663 -0.153 -0.15
C 0.989 -1.199 2.920 -0.294 0.569 -0.084 -0.65
O 0.491 -1.604 1.876 0.289 0.019 0.519 -0.06
N 2.329 -1.321 3.163 0.641 -0.333 -0.321 0.17
N 0.263 -0.523 3.856 0.449 -0.644 0.087 0.17
H 2.883 -1.623 2.380 -0.234 -0.271 -0.069 0.10
H 2.810 -1.315 4.043 -0.423 0.278 0.201 0.10
H 0.698 -0.273 4.723 -0.203 0.375 -0.024 0.09
H -0.646 -0.186 3.591 -0.066 0.001 0.031 0.08
C -2.744 -1.845 1.840 0.702 0.621 0.077 -0.66
O -2.067 -1.357 0.955 -0.783 0.035 -0.050 -0.04
N -2.285 -2.909 2.561 -0.388 0.173 -0.588 0.16
N -3.947 -1.302 2.259 0.341 -0.754 0.408 0.15
H -2.752 -3.248 3.379 0.196 -0.138 0.062 0.09
H -1.403 -3.248 2.214 0.052 -0.211 0.375 0.10
H -4.259 -0.476 1.785 -0.117 -0.140 -0.264 0.09
H -4.617 -1.996 2.546 -0.370 0.387 0.028 0.09
C -2.563 0.533 -2.083 -0.549 0.766 0.127 -0.65
O -1.838 -0.281 -1.549 0.000 -0.515 -0.464 -0.05
N -2.772 0.568 -3.434 0.352 -0.281 -0.337 0.16
N -3.295 1.452 -1.379 -0.314 -0.084 -0.262 0.16
H -2.210 -0.030 -4.012 0.163 -0.029 0.150 0.10
H -3.367 1.213 -3.919 -0.132 0.104 0.334 0.09
H -3.284 1.409 -0.377 0.557 0.090 0.100 0.05
H -3.546 2.322 -1.810 -0.062 0.005 0.057 0.09
C 0.748 1.700 -3.091 -0.745 -0.355 -0.809 -0.65
O 0.542 1.266 -1.982 0.101 0.776 0.260 -0.03
N 0.779 3.050 -3.395 0.119 0.128 0.316 0.15
N 0.765 0.870 -4.189 0.089 0.346 0.166 0.16
H 0.753 3.669 -2.604 0.113 -0.105 0.103 0.10
H 1.246 3.409 -4.209 0.004 -0.183 -0.065 0.09
H 1.099 1.200 -5.075 -0.020 -0.179 -0.060 0.09
H 0.703 -0.114 -3.994 0.320 -0.100 0.051 0.10
C 2.936 1.087 0.921 -0.531 0.849 -0.578 -0.65
O 2.145 0.398 0.301 0.739 -0.380 0.370 -0.05
N 4.289 1.041 0.674 -0.915 0.222 0.326 0.16
N 2.514 2.038 1.835 0.011 -0.421 -0.017 0.14
H 4.544 0.273 0.076 0.403 0.008 0.175 0.11
H 4.858 1.378 1.429 0.455 -0.312 -0.206 0.09
H 2.951 2.943 1.761 0.082 -0.014 0.086 0.09
H 1.495 2.071 1.834 -0.018 0.183 -0.001 -0.01
```
Positions in Å, forces in eV/Å.

Computed properties:
**HOMO level (alpha / beta)**: -8.3 / -8.2 eV
**Max |F|**: 1.2 eV/A
**Lowest unoccupied orbital energy (alpha / beta)**: 0.7 / -1.7 eV
**⟨S²⟩**: 0.754
**E**: -47913.240 eV
**HOMO-LUMO gap (alpha / beta)**: 9.0013 / 6.5333 eV
**Spin multiplicity**: 2

---

No. 5
A 7-piece molecular cluster, C5H24N2O7 overall in a non-equilibrium geometry. Source: the OMol25 dataset; level of theory: wB97M-V/def2-TZVPD.

XYZ file:
```
38
Properties=species:S:1:pos:R:3:forces:R:3:lowdin_charge:R:1
C -0.786 3.359 0.204 -1.111 2.737 -0.764 -0.11
C -0.304 2.522 -0.952 0.905 0.081 -0.370 -0.28
N 0.216 1.197 -0.559 -2.030 -0.275 -1.189 -0.04
C -0.841 0.362 0.053 1.132 -0.875 0.388 -0.14
C -0.658 0.212 1.556 -0.939 -1.776 1.157 -0.45
N -0.700 -1.077 2.121 0.564 0.776 -0.115 0.01
C -0.866 -2.356 1.479 0.097 0.044 -1.254 -0.10
O -0.608 1.126 2.359 0.434 0.539 -0.424 0.04
H -1.212 2.837 1.036 -0.040 -0.363 0.342 0.04
H -1.559 4.074 -0.190 0.125 -0.769 0.262 0.08
H -0.081 4.133 0.545 0.430 -0.831 0.253 0.07
H -1.099 2.459 -1.738 0.602 -0.542 0.710 0.12
H 0.521 3.067 -1.439 -0.198 -0.271 0.022 0.11
H 1.061 1.234 -0.023 0.154 0.216 0.183 0.07
H -0.912 -0.658 -0.394 0.411 0.979 0.209 0.07
H -1.882 0.701 -0.017 0.709 0.580 -0.311 0.11
H -0.993 -1.022 3.088 0.247 0.038 -0.069 0.13
H -1.919 -2.563 1.367 -0.395 -0.547 0.216 0.07
H -0.515 -2.285 0.446 0.122 -0.033 0.150 0.06
H -0.302 -3.197 1.913 -0.305 0.550 0.338 0.09
H 2.581 1.363 1.359 0.212 -0.045 0.331 0.02
H 3.866 0.601 1.042 -0.059 0.128 0.433 0.01
O 3.320 1.331 0.747 0.002 0.563 -0.976 -0.06
H 3.230 -1.206 -1.291 -0.053 0.075 -0.002 0.03
H 3.558 -0.121 -2.318 -0.090 -0.121 0.099 0.06
O 3.135 -0.983 -2.221 0.273 0.122 -0.196 -0.05
H -4.030 -0.031 -0.185 0.204 -0.539 -0.012 0.06
H -3.196 -1.311 -0.608 -0.044 0.326 -0.034 0.01
O -3.367 -0.674 0.110 -0.887 0.085 0.270 -0.08
H 2.878 -1.117 1.492 -0.019 -0.211 0.086 0.04
H 2.057 -0.586 2.631 0.053 -0.041 0.198 0.04
O 2.978 -0.733 2.369 -0.355 -0.404 0.093 -0.05
H -1.331 -1.832 -2.125 0.059 -0.101 0.020 0.01
H -2.200 -3.083 -2.065 -0.100 0.023 0.059 0.07
O -2.129 -2.196 -1.699 0.053 -0.319 -0.390 -0.07
H 0.490 -0.473 -2.442 0.007 -0.003 0.351 0.03
H 1.207 -1.649 -3.057 -0.003 -0.105 0.175 0.04
O 0.390 -1.426 -2.594 -0.166 0.310 -0.239 -0.07
```
Positions in Å, forces in eV/Å.

Computed properties:
**HOMO level**: -8.8 eV
**Max |F|**: 3.1 eV/A
**Lowest unoccupied orbital energy**: 0.1 eV
**SMILES**: CCNCC(=O)NC.O.O.O.O.O.O
**E**: -22886.816 eV
**HOMO-LUMO gap**: 8.9281 eV

---

No. 6
A 6-piece molecular cluster, C5H24N3O5 overall in a non-equilibrium geometry. Source: the OMol25 dataset; level of theory: wB97M-V/def2-TZVPD.

XYZ file:
```
37
Properties=species:S:1:pos:R:3:forces:R:3:lowdin_charge:R:1
C 0.520 -0.379 3.123 -1.265 -0.284 2.921 -0.05
C -0.179 -0.039 1.827 -2.476 -0.155 1.110 -0.29
C -1.651 0.491 1.928 -0.303 1.680 -0.687 -0.13
C -2.170 1.102 0.571 -0.018 0.360 0.045 -0.22
N -2.094 -0.718 -2.674 0.632 -0.009 1.391 0.09
C -2.263 0.298 -1.746 -1.842 -0.057 0.135 -0.27
N -1.961 0.155 -0.511 0.871 -0.588 -0.781 -0.01
N -0.467 -1.353 1.114 0.553 -1.108 -0.244 0.16
H 0.237 -1.366 3.550 0.346 0.296 -0.581 0.10
H 1.582 -0.273 3.147 0.844 -0.379 -0.666 0.06
H 0.262 0.249 4.018 -0.340 0.066 -1.155 0.11
H 0.506 0.651 1.378 -0.167 0.052 -1.532 0.13
H -1.810 1.296 2.684 0.336 -0.835 -0.318 0.13
H -2.344 -0.336 2.099 0.201 -0.037 0.782 0.11
H -3.263 1.303 0.654 0.684 0.115 0.259 0.13
H -1.612 2.055 0.436 -0.514 -0.588 -0.311 0.10
H -1.299 -1.276 -2.413 0.093 -0.492 0.072 0.06
H -1.975 -0.521 -3.646 -0.332 0.750 -0.409 0.08
H -2.944 1.076 -2.150 0.690 0.188 0.355 0.14
H -0.234 -1.398 0.123 0.183 0.594 -0.100 0.14
H 0.110 -2.066 1.613 -0.474 -0.056 -0.481 0.09
H -1.504 -1.585 1.078 1.645 0.543 0.363 0.17
H 3.080 1.868 -1.710 -0.211 0.244 -0.410 0.07
H 2.828 0.922 -0.547 -1.985 0.781 -1.282 0.02
O 2.349 1.367 -1.330 1.991 -0.815 1.047 -0.09
H 4.112 0.720 0.342 1.147 0.538 1.356 0.07
H 3.264 0.908 1.789 1.024 0.702 -0.065 0.07
O 3.377 0.529 0.921 -1.186 -1.591 -0.561 -0.02
H 0.927 2.231 -0.863 -0.606 -0.063 -0.213 0.01
H 0.041 2.682 -1.990 -0.216 0.229 -0.137 0.05
O -0.022 2.321 -1.102 0.440 0.234 0.084 -0.08
H 1.425 -0.234 -3.753 -0.441 0.359 0.684 0.06
H 0.596 0.455 -2.572 0.538 0.243 0.006 -0.01
O 0.605 -0.246 -3.230 0.064 -0.634 -0.613 -0.07
H 0.748 -3.881 0.954 0.111 -0.300 0.494 0.07
H 2.118 -3.352 1.184 0.286 0.071 0.355 0.07
O 1.290 -3.491 1.662 -0.303 -0.054 -0.912 -0.04
```
Positions in Å, forces in eV/Å.

Computed properties:
**HOMO level**: -11.7 eV
**Max |F|**: 3.2 eV/A
**Lowest unoccupied orbital energy**: -2.9 eV
**E**: -20275.147 eV
**HOMO-LUMO gap**: 8.8519 eV
**Total charge**: +1

---

- The highest max |F| belongs to which entry?
  C5H23NO9

---

- E of number 2 (C5H23NO8)?
  -23427.752 eV

---

- E of number 4 (C5H24AgBClN10O5)?
  -47913.240 eV